No. 1
37
Properties=species:S:1:pos:R:3:forces:R:3 method="wB97M-V/def2-TZVPD" homo_energy_ev=-8.13 energy_ha=-2088.92336 e_above_lowest_kcal_mol=8.3 total_charge=0 smiles="Cc1ccc(S(=O)(=O)NNC(=O)c2sc(=S)n(C)c2C)cc1"
C -1.5607 -4.3661 -1.0829 0.05 -0.01 -0.03
C -1.4750 -3.2999 -0.0378 -0.04 0.11 0.04
C -0.9958 -3.5984 1.2350 0.03 0.15 0.07
C -0.8611 -2.6079 2.1892 -0.02 -0.15 0.06
C -1.2187 -1.3147 1.8652 -0.05 0.56 0.47
S -0.8992 -0.0178 3.0459 0.08 0.12 -0.02
O -1.1886 -0.4505 4.3742 0.26 -0.35 -0.05
O -1.4673 1.2119 2.5586 0.02 -0.21 -0.12
N 0.7950 0.2658 2.9720 -0.78 -0.02 0.08
N 1.1160 0.8839 1.7639 -0.07 0.23 0.22
C 1.1847 0.1307 0.6203 0.19 -0.10 0.04
O 1.4155 -1.0639 0.6684 0.19 0.12 -0.09
C 1.0583 0.8556 -0.6414 -0.07 0.11 -0.68
S 1.8078 0.1005 -2.0361 -0.42 0.68 -0.12
C 1.1959 1.3688 -3.0743 0.28 -0.42 0.11
S 1.4588 1.4749 -4.6870 0.21 -0.22 -0.43
N 0.4635 2.2557 -2.3338 0.19 -0.21 -0.06
C -0.1412 3.4089 -2.9522 -0.24 0.44 -0.22
C 0.3608 1.9713 -0.9979 0.24 -0.58 0.74
C -0.4926 2.8387 -0.1362 -0.02 0.02 0.04
C -1.7191 -0.9945 0.6198 -0.11 0.12 -0.03
C -1.8464 -1.9916 -0.3300 0.05 -0.03 0.09
H -0.5999 -4.4521 -1.5906 0.03 -0.06 -0.08
H -1.7919 -5.3305 -0.6376 -0.03 -0.09 -0.02
H -2.3152 -4.1258 -1.8273 -0.04 -0.04 -0.06
H -0.7125 -4.6128 1.4722 0.01 -0.11 0.04
H -0.4862 -2.8185 3.1784 0.05 -0.14 0.11
H 1.3271 -0.5923 3.0736 0.04 -0.05 0.02
H 0.8014 1.8424 1.7420 0.18 -0.13 -0.09
H 0.2558 3.4859 -3.9647 -0.05 0.01 0.16
H 0.1051 4.3113 -2.3943 -0.03 -0.02 0.02
H -1.2252 3.2963 -3.0114 0.02 0.01 0.00
H -0.8649 2.3059 0.7374 0.01 0.01 -0.07
H -1.3541 3.1894 -0.7004 -0.04 0.04 0.04
H 0.0644 3.7151 0.1981 -0.01 0.11 0.01
H -2.0023 0.0257 0.4132 -0.05 0.10 -0.09
H -2.2258 -1.7507 -1.3121 -0.06 0.02 -0.09

No. 2
41
Properties=species:S:1:pos:R:3:forces:R:3 method="wB97M-V/def2-TZVPD" homo_energy_ev=-8.24 energy_ha=-1379.70960 total_charge=0 smiles="O=[N+]([O-])c1cc([N+](=O)[O-])c2no[n+]([O-])c2c1.CCOC(=O)/C=C/N(C)C"
O -3.6711 2.5894 -0.9554 1.90 -0.91 0.84
N -2.7591 1.9066 -0.4527 -2.55 -1.49 -0.35
O -2.9134 0.6941 -0.1521 0.63 2.48 -0.51
C -1.4862 2.5257 -0.1845 1.90 -0.65 0.98
C -1.2595 3.8712 -0.5740 1.17 0.75 0.20
C -0.0431 4.4967 -0.2927 -0.64 -1.27 0.14
N 0.1836 5.8585 -0.7491 -0.34 2.39 -1.05
O 1.2807 6.4170 -0.5856 -1.85 -1.63 0.02
O -0.7876 6.4121 -1.3169 1.69 -1.06 1.03
C 0.9710 3.7496 0.4289 1.54 1.47 0.32
N 2.1817 4.1523 0.8933 -1.73 -0.81 -0.72
O 2.7082 3.0431 1.5175 -0.73 -0.86 -0.17
N 1.8349 1.9455 1.4411 -0.96 0.07 -0.21
O 2.1168 0.8844 1.9665 -0.22 1.43 -0.62
C 0.7015 2.4073 0.7533 1.56 -0.07 0.72
C -0.4950 1.7682 0.4704 -1.35 -0.02 -0.60
H -2.0389 4.4136 -1.1019 0.21 -0.07 0.11
H -0.6430 0.7319 0.7589 -0.11 0.11 -0.13
C 4.5123 -3.2244 0.1286 -0.01 -0.15 -0.04
C 3.5739 -2.0614 -0.0706 -0.16 -0.10 0.05
O 2.2399 -2.5669 0.1761 0.23 0.80 -0.33
C 1.2342 -1.7089 -0.1324 -0.21 0.09 -0.05
O 1.4179 -0.5884 -0.5972 -0.14 -0.76 0.22
C -0.0434 -2.3459 0.1755 0.05 0.11 -0.11
C -1.1937 -1.9607 -0.4405 0.24 -0.10 0.24
N -2.4047 -2.4996 -0.2046 0.03 0.13 -0.07
C -2.6106 -3.5015 0.8188 -0.10 -0.04 -0.13
C -3.5543 -2.1408 -1.0070 -0.02 0.02 0.07
H 5.5339 -2.8826 -0.0292 0.09 -0.07 0.02
H 4.4270 -3.6409 1.1366 0.02 0.08 -0.14
H 4.2917 -4.0160 -0.5981 0.07 0.14 0.18
H 3.7707 -1.2434 0.6330 -0.03 -0.10 -0.19
H 3.6486 -1.6788 -1.0976 -0.16 0.00 0.31
H -0.0058 -3.2143 0.8306 0.06 0.26 -0.26
H -1.1699 -1.1643 -1.1943 0.01 -0.29 0.33
H -1.8362 -3.4114 1.5841 -0.31 -0.03 -0.02
H -3.6036 -3.3504 1.2606 0.26 -0.02 0.02
H -2.5826 -4.5179 0.3962 0.07 0.17 0.11
H -3.2003 -1.5404 -1.8475 -0.30 -0.10 0.05
H -4.0501 -3.0509 -1.3664 0.08 0.18 -0.11
H -4.2763 -1.5576 -0.4199 0.12 -0.08 -0.16